Entry from the OMol25 dataset: a molecular structure, C28H22BrIrN4O2S4Sb in a non-equilibrium geometry (ωB97M-V/def2-TZVPD).

Computed properties:
HOMO (spin up / spin down) = -10.087 / -10.087 eV
Total charge = +1
Frontier orbital gap (spin up / spin down) = 0.199 / 0.198 hartree
Relative energy (zero: lowest compared OMol25 entry of this formula, charge and spin) = 45.3 kcal per mole
Molar mass = 968.659 u

```
63
Properties=species:S:1:pos:R:3:forces:R:3:nbo_charge:R:1
Ir -0.774740 0.556202 0.966986 -0.671 -1.797 -1.959 0.90
C 3.779560 -5.520598 -2.789614 0.015 -0.073 0.002 -0.63
C 3.362960 -4.406598 -1.889114 -0.034 0.158 0.031 0.03
C 2.016660 -4.075498 -1.759614 0.055 0.109 0.105 -0.23
C 1.603460 -3.112598 -0.856214 -0.185 -0.026 -0.045 -0.12
C 2.551560 -2.464098 -0.089514 -0.005 0.254 0.481 -0.37
C 3.896660 -2.765498 -0.209014 0.033 0.085 0.128 -0.17
C 4.299260 -3.724798 -1.119614 -0.130 -0.031 0.024 -0.21
S 2.000260 -1.364298 1.211086 -0.765 0.717 -0.379 2.33
O 3.114160 -0.748898 1.867586 0.304 -0.250 -0.215 -0.93
O 1.076360 -2.116098 2.002686 -0.090 -0.312 0.077 -0.97
N 1.079560 -0.147698 0.478786 0.383 -1.290 1.186 -0.91
C 1.750160 0.614002 -0.417214 0.968 0.771 -1.235 0.24
C 3.064960 0.413202 -0.849414 -0.637 0.181 0.235 -0.26
C 3.638960 1.239702 -1.811214 -0.184 0.539 -0.308 -0.17
C 2.953160 2.302702 -2.345714 0.100 -0.120 0.121 -0.21
C 1.640360 2.577302 -1.912414 0.007 -0.217 0.044 -0.08
C 0.891260 3.673202 -2.380114 -0.276 -0.152 0.207 -0.10
C -0.377340 3.859902 -1.895414 0.346 0.045 -0.203 -0.21
C -0.899840 2.964102 -0.964314 -0.318 -0.053 0.174 0.07
N -0.230640 1.920002 -0.506414 -0.148 -0.195 0.130 -0.44
C 1.030460 1.723202 -0.961614 1.059 -0.417 -0.269 0.11
H 3.137260 -5.575998 -3.664214 0.004 -0.065 -0.117 0.22
H 3.691760 -6.461398 -2.245414 0.032 -0.110 -0.071 0.24
H 4.812760 -5.408698 -3.104714 0.068 -0.032 -0.081 0.23
H 1.289460 -4.608798 -2.356014 -0.117 -0.100 -0.019 0.20
H 0.557860 -2.878598 -0.713114 -0.156 0.016 -0.045 0.23
H 4.610660 -2.260298 0.424986 0.105 0.047 0.025 0.24
H 5.346360 -3.964398 -1.223214 0.126 -0.032 0.033 0.22
H 3.668560 -0.363298 -0.418714 0.041 0.137 -0.071 0.23
H 4.653960 1.047102 -2.123214 0.095 -0.020 -0.031 0.23
H 3.408060 2.954802 -3.072914 0.079 0.078 -0.110 0.22
H 1.325460 4.345102 -3.105814 0.011 0.067 -0.061 0.23
H -0.991940 4.681902 -2.219514 -0.082 0.117 -0.041 0.23
H -1.902440 3.121902 -0.599314 0.096 -0.077 -0.030 0.21
Br -6.389040 4.431902 -2.007914 0.262 -0.185 0.317 0.10
C -5.193540 3.543302 -0.824114 -0.078 0.089 -0.151 -0.07
C -4.794340 2.242202 -1.107214 -0.189 0.380 0.021 -0.22
C -3.896440 1.611502 -0.274714 0.291 -0.017 0.491 -0.21
C -3.360740 2.269102 0.843786 -1.436 0.747 -1.061 0.15
C -3.799240 3.569702 1.126486 0.436 -0.455 0.043 -0.24
C -4.706940 4.202102 0.297886 -0.189 0.013 -0.137 -0.22
N -2.406140 1.584202 1.585686 0.793 -0.031 2.604 -0.42
C -2.297340 1.719702 2.897286 -1.058 0.555 -2.096 0.10
C -1.594440 0.699102 3.593686 0.784 -1.266 1.286 0.10
C -1.511340 0.626302 4.992986 -0.142 0.414 -0.951 -0.19
C -1.114940 -0.556698 5.579886 0.182 -0.678 -0.266 -0.13
C -0.912940 -1.666498 4.762686 -0.237 0.563 0.306 -0.21
C -0.968340 -1.516498 3.383586 -0.034 -0.561 -0.067 0.12
N -1.194640 -0.348198 2.800386 -0.253 0.646 0.115 -0.43
H -5.181040 1.746502 -1.982014 -0.041 -0.144 -0.061 0.24
H -3.593240 0.595502 -0.475014 0.124 -0.081 -0.095 0.26
H -3.373940 4.115502 1.953186 0.027 0.110 0.172 0.22
H -5.029740 5.208902 0.518686 0.022 0.041 -0.021 0.24
H -2.885840 2.444602 3.445586 -0.078 0.037 0.023 0.22
H -1.769640 1.487602 5.588086 -0.079 0.105 0.033 0.24
H -1.007540 -0.636398 6.651986 -0.052 0.012 0.030 0.24
H -0.716440 -2.638498 5.183986 0.075 -0.085 -0.018 0.25
H -0.824440 -2.364898 2.734386 0.052 0.157 0.037 0.26
S -2.972140 -3.715998 -3.392714 1.915 0.702 -0.422 -0.54
Sb -0.962640 -2.837398 -3.988914 -1.792 0.406 1.326 0.99
S -1.727940 -1.208398 -0.782314 -0.256 1.022 3.017 -0.06
S -0.890040 -0.634398 -2.454714 0.822 -0.448 -2.189 -0.38
```
Positions in Å, forces in eV/Å.

Entry from the OMol25 dataset: a molecular structure, C26H48ClFKLiMgN4O15S2 in a non-equilibrium geometry (ωB97M-V/def2-TZVPD).

Computed properties:
HOMO = -5.398 eV
Frontier orbital gap = 0.040 hartree
Molar mass = 845.612 u

```
100
Properties=species:S:1:pos:R:3:forces:R:3:mulliken_charge:R:1
C 2.763303 0.568270 0.155502 -0.498 -0.196 -0.036 -1.46
C 1.746546 -0.566723 0.155221 0.053 0.598 0.072 0.58
C 1.301229 -0.806478 1.587621 0.371 -0.462 -0.398 -0.75
C 0.213094 -1.846785 1.712137 -0.116 0.455 0.636 -1.17
N -0.917738 -1.674733 0.809242 -0.352 -0.885 -0.531 1.03
C -2.063187 -0.989112 1.279333 1.130 0.864 0.237 -0.40
N -2.893616 -1.899294 2.135200 -0.949 -0.299 -0.061 0.11
C -3.555755 -3.021739 1.375378 -0.049 -0.296 -0.094 0.11
Cl -2.699846 -4.515261 1.773480 -0.091 -0.108 -0.021 -0.15
C -3.550536 -2.783722 -0.126679 1.380 0.129 -0.106 -0.67
N -3.806089 -1.416754 -0.501602 -0.316 0.149 0.176 0.29
O -5.147544 -1.204979 -0.079376 0.112 -0.250 -0.188 -0.39
C -5.842185 -0.259698 -0.899640 -0.019 -0.140 0.084 -0.11
C -6.790557 0.426131 0.040460 -0.653 0.386 -0.453 -0.88
O -6.328587 1.729035 0.320829 0.129 -0.718 0.797 -0.14
C -5.454273 1.726624 1.512197 0.743 1.231 -0.195 -0.26
C -4.110624 2.387704 1.191729 -0.875 0.390 -0.764 -0.76
C -2.981661 -0.411583 0.230018 -0.260 -0.596 -0.698 0.05
C -2.307313 0.526486 -0.772347 -0.131 -0.975 0.019 -1.52
S -1.737842 -0.323192 -2.239924 0.568 -0.040 -0.999 1.86
O -0.491673 0.265084 -2.626643 0.564 0.361 0.203 -0.66
O -2.702160 -0.321687 -3.331698 0.122 -4.248 3.330 -1.09
H 3.383664 0.566313 -0.723083 0.515 -0.125 -0.215 0.43
H 2.234702 1.511691 0.132184 -0.066 0.378 0.306 0.35
H 3.345846 0.466046 1.060230 0.635 0.318 -0.013 0.26
H 2.171142 -1.447974 -0.319222 0.045 -0.225 0.437 -0.19
H 0.899030 -0.251966 -0.456436 -0.145 -0.033 -0.264 0.19
H 2.155098 -1.187389 2.135370 0.324 0.021 0.250 0.50
H 1.069179 0.139432 2.060419 -0.374 0.285 0.070 0.38
H -0.166919 -1.820004 2.731415 -0.158 -0.062 0.276 0.49
H 0.650329 -2.828543 1.601377 -0.023 -0.435 -0.326 0.42
H -0.612461 -1.361235 -0.097489 0.086 0.100 0.092 -1.04
H -1.772744 -0.167363 1.936619 -0.272 0.191 0.379 0.14
H -3.632396 -1.343527 2.587659 0.116 0.390 0.179 0.43
H -2.341971 -2.328738 2.880046 0.188 0.224 0.030 0.54
H -4.572791 -3.110080 1.717957 -0.212 0.014 0.377 0.48
H -4.216772 -3.457848 -0.633598 -0.563 -0.105 0.003 0.66
H -2.556114 -3.031817 -0.476046 0.283 -0.072 -0.102 -0.27
H -6.328563 -0.730532 -1.747666 -0.067 -0.426 -0.081 0.50
H -5.166500 0.491135 -1.288110 0.298 0.115 -0.059 0.04
H -6.882356 -0.176454 0.934371 -0.018 -0.065 0.369 0.34
H -7.794560 0.479573 -0.369813 -0.154 0.239 -0.309 0.41
H -5.909038 2.328530 2.274105 -0.493 0.078 0.285 0.57
H -5.327592 0.742795 1.928159 -0.198 -0.368 -0.034 0.27
H -3.301891 1.680601 1.144009 0.353 0.372 0.203 -0.08
H -4.219927 2.919820 0.238893 0.197 0.007 -0.098 0.31
H -3.859697 3.087724 1.962909 0.135 0.227 0.330 0.56
H -3.683362 0.222128 0.747176 -0.234 -0.236 0.291 -0.63
H -1.452027 1.060393 -0.381348 0.259 0.145 0.079 0.28
H -3.059642 1.232495 -1.095675 -0.087 0.327 -0.233 1.14
H -1.439675 -1.598788 -1.875377 -0.514 -0.032 0.113 -0.15
C 3.914621 -4.404207 -2.445549 0.166 0.560 -0.156 -0.07
O 3.459598 -3.260332 -1.783397 -0.350 -0.232 0.184 -0.17
C 2.740137 -2.341861 -2.606440 0.162 0.244 0.014 -0.89
C 1.234707 -2.483937 -2.533572 -0.122 -0.195 -0.139 0.59
O 0.753981 -3.732028 -3.019229 0.220 -0.088 0.105 -0.49
C 0.522973 -4.681430 -1.996205 -0.091 0.036 -0.111 -0.57
H 4.138111 -5.134195 -1.649807 -0.074 -0.298 -0.025 -0.75
H 3.180949 -4.836145 -3.128499 -0.045 -0.133 0.096 0.36
H 4.842413 -4.196743 -2.989139 0.014 -0.111 -0.036 0.43
H 3.079318 -2.418045 -3.642746 -0.029 -0.046 -0.030 0.44
H 3.001406 -1.346808 -2.241836 0.052 0.008 -0.101 0.39
H 0.814294 -1.701056 -3.166678 0.011 0.018 -0.021 0.39
H 0.883371 -2.313653 -1.506999 0.060 -0.147 -0.161 -0.12
H -0.450039 -4.503440 -1.522045 0.028 -0.033 0.098 0.11
H 1.299169 -4.656212 -1.226470 0.014 0.045 0.013 0.27
H 0.509763 -5.669594 -2.454778 -0.060 0.015 -0.022 0.32
O 7.137096 0.913573 3.086464 0.024 -0.114 0.251 -0.60
S 6.311250 -0.145642 2.480093 -0.499 0.386 0.096 1.30
O 5.008172 -0.246875 3.174542 -0.151 0.074 -0.014 -0.63
O 7.028485 -1.427364 2.589627 0.242 -0.280 -0.305 -0.63
O 6.077228 0.181412 1.058094 -0.071 -0.334 -0.276 -0.63
Li 5.156408 -6.072067 -0.159583 0.130 0.379 0.102 0.95
K -2.906522 1.470233 -4.292421 -0.419 5.185 -3.118 0.94
F -4.154759 1.578907 3.538338 0.398 -1.002 0.151 -0.83
Mg -7.724000 3.460857 -0.346676 -0.119 0.184 -0.100 -0.27
C -0.505356 7.398805 -5.688664 -0.115 -0.010 0.764 -0.40
C -0.144979 7.507341 -7.059539 0.007 -0.482 -0.779 0.38
C -0.415060 6.256545 -7.899426 -0.274 -0.572 0.159 0.44
O -0.223760 6.224225 -9.098555 0.151 0.319 -0.053 -0.59
C -0.907360 5.080840 -7.205703 0.123 -0.079 -0.376 -0.50
C -1.249086 4.976880 -5.851363 0.066 0.470 0.454 0.18
C -1.083717 6.247623 -5.031505 0.167 0.510 -0.225 0.58
O -1.411513 6.313966 -3.858436 -0.103 -0.334 0.125 -0.62
O -1.667254 3.964221 -5.274783 -0.326 -0.825 0.006 -0.54
O 0.339360 8.491241 -7.585068 0.068 0.316 0.184 -0.56
H -0.353190 8.249950 -5.034216 0.031 0.089 -0.127 0.44
H -1.012889 4.209593 -7.843367 -0.063 -0.045 0.083 0.41
C 7.439373 0.108655 6.400338 0.075 0.189 -0.262 0.13
O 7.752827 -0.952636 5.910539 0.083 -0.279 0.216 -0.57
N 6.188619 0.428329 6.794341 -0.020 0.115 0.219 0.19
C 5.864294 1.714023 7.368049 -0.148 -0.239 -0.118 -0.95
C 5.140398 -0.559299 6.617990 0.150 -0.111 -0.211 -0.85
H 8.164651 0.928361 6.553468 -0.051 -0.004 0.017 0.25
H 5.458891 1.585397 8.375965 -0.001 0.107 0.016 0.34
H 5.120970 2.222831 6.749821 0.021 0.090 0.046 0.32
H 6.756284 2.334168 7.424290 0.035 -0.014 -0.027 0.30
H 5.386286 -1.465736 7.175836 -0.055 -0.014 0.020 0.28
H 5.054115 -0.816556 5.559885 -0.050 0.023 0.004 0.19
H 4.194944 -0.156087 6.975516 0.017 0.060 0.026 0.36
```
Positions in Å, forces in eV/Å.

Entry from the OMol25 dataset: a gas-phase ion, C4H6NO2S (charge -1) in a non-equilibrium geometry (ωB97M-V/def2-TZVPD).

Computed properties:
HOMO = -2.537 eV
Total charge = -1
Frontier orbital gap = 0.211 hartree
SMILES string = O=CNC(=O)CC[S-]
Relative energy (zero: lowest compared OMol25 entry of this formula, charge and spin) = 28.9 kcal per mole
Molar mass = 132.164 u

```
14
Properties=species:S:1:pos:R:3:forces:R:3:nbo_charge:R:1
O 0.725556 -2.708982 -0.474903 -0.322 0.394 0.921 -0.56
C -0.293615 -2.313374 0.054838 0.263 -0.752 -0.480 0.55
N -0.993595 -1.202479 -0.353252 2.120 0.978 0.244 -0.71
C -0.411814 0.020197 -0.917980 -0.966 -1.259 0.533 0.73
O -1.130039 0.582756 -1.711766 0.633 0.070 0.017 -0.58
C 0.786913 0.655029 -0.249126 -0.506 1.017 -1.160 -0.57
C 0.265453 1.606875 0.827366 2.388 -0.614 2.165 -0.50
S 1.321051 3.113193 0.930358 0.195 -0.417 0.401 -0.71
H -0.795630 -2.874606 0.891659 0.288 0.192 -0.556 0.10
H -1.944984 -1.350424 -0.556829 -1.300 0.143 -0.048 0.40
H 1.676719 0.222060 0.116746 0.306 -2.077 0.871 0.25
H 1.319285 1.197690 -1.021142 -0.713 0.885 -0.462 0.25
H -0.642542 2.015170 0.635664 -2.960 0.701 -1.048 0.19
H 0.117242 1.036896 1.828366 0.574 0.739 -1.398 0.16
```
Positions in Å, forces in eV/Å.